# 1
Below is a structure of composition C32H28F5N7O2OsS3, with properties calculated with wB97M-V/def2-TZVPD.

Summary:
- Charge: +2
- E_HOMO (spin up / spin down): -0.4986 / -0.4986 Ha
- Energy: -96712.6209 eV
- HOMO-LUMO gap (spin up / spin down): 5.982 / 5.981 eV

CARTESIAN COORDINATES (ANGSTROEM)
Os1 0.76397 0.13327 0.63726
C1 -2.98743 1.87987 3.86133
N1 -2.74773 0.49681 3.44537
C2 -3.47808 -0.58822 3.86880
C3 -2.97813 -1.67201 3.24913
N2 -1.93956 -1.24406 2.42825
C4 -1.81636 0.09596 2.57847
S1 -0.73716 1.23135 1.83677
C5 -1.17214 -2.16168 1.63741
C6 -1.73805 -3.40339 1.39889
C7 -0.97775 -4.39986 0.82094
C8 0.34741 -4.13077 0.52869
C9 0.80342 -2.84820 0.71867
N3 0.05613 -1.83644 1.21413
H1 -3.60842 1.85872 4.75142
H2 -3.49836 2.42217 3.06847
H3 -2.04281 2.36305 4.09539
H4 -4.27799 -0.50190 4.58261
H5 -3.25339 -2.70153 3.36126
H6 -2.77320 -3.58825 1.63253
H7 -1.41479 -5.36760 0.61674
H8 1.00955 -4.88107 0.12179
H9 1.81401 -2.59209 0.44306
C10 -3.24309 3.27016 -5.71490
C11 -2.90035 2.28175 -4.63797
C12 -2.71024 0.93713 -4.95304
C13 -2.41437 0.00674 -3.97136
C14 -2.30541 0.43443 -2.65505
C15 -2.49570 1.76800 -2.30870
C16 -2.78937 2.68095 -3.30488
S2 -1.88334 -0.71189 -1.40541
O1 -2.56303 -0.37049 -0.18698
O2 -1.96921 -2.04513 -1.93086
N4 -0.28351 -0.37190 -1.10599
C17 0.75806 -0.96149 -1.78339
C18 0.83626 -1.66864 -2.98176
C19 2.09290 -2.07734 -3.37694
C20 3.22039 -1.79931 -2.59573
C21 3.05799 -1.11822 -1.41421
N5 1.83860 -0.71257 -1.03069
H10 -2.52989 3.21234 -6.53737
H11 -3.25121 4.28978 -5.33537
H12 -4.23032 3.05436 -6.12624
H13 -2.80931 0.61255 -5.98137
H14 -2.29708 -1.04088 -4.21318
H15 -2.42763 2.07496 -1.27248
H16 -2.94987 3.72036 -3.04762
H17 -0.05160 -1.88706 -3.55414
H18 2.20703 -2.62383 -4.30404
H19 4.20592 -2.11672 -2.90265
H20 3.88604 -0.88307 -0.75755
F1 2.67327 -4.57976 5.43289
C22 2.67800 -3.55113 4.61045
C23 3.60241 -3.49304 3.57543
F2 4.47216 -4.47459 3.40987
C24 3.58846 -2.41074 2.71444
F3 4.45449 -2.39328 1.70266
C25 2.67265 -1.37422 2.85576
S3 2.69874 -0.01897 1.73372
C26 1.76813 -1.45330 3.91131
F4 0.87128 -0.47868 4.10369
C27 1.75375 -2.52682 4.77808
F5 0.86643 -2.58567 5.76345
C28 2.51321 5.27964 1.25131
C29 2.09567 4.12418 0.41211
C30 2.03425 3.95908 -0.95348
C31 1.61054 2.64476 -1.18669
N6 1.41294 2.02890 -0.01359
N7 1.69978 2.95474 0.94358
C32 1.36861 2.03454 -2.52494
H21 2.67504 6.15108 0.62263
H22 3.44435 5.06276 1.77617
H23 1.75267 5.52816 1.99163
H24 2.26883 4.69495 -1.70301
H25 1.74292 2.67946 1.91282
H26 1.55048 2.78764 -3.28830
H27 0.33842 1.69137 -2.62193
H28 2.04072 1.19983 -2.71761

Cartesian forces, eV/Å:
Os 0.56 0.06 0.14
C -0.01 0.02 0.00
N 0.00 0.00 0.01
C 0.00 -0.09 0.00
C -0.02 0.07 0.05
N 0.27 0.07 0.01
C 0.00 -0.08 -0.17
S -0.27 -0.02 0.02
C -0.18 0.19 0.12
C 0.00 -0.07 -0.04
C -0.02 0.01 0.01
C -0.01 0.00 0.02
C 0.07 0.01 -0.02
N 0.01 -0.11 0.00
H -0.01 0.00 -0.01
H 0.01 0.00 -0.01
H 0.00 -0.01 0.01
H 0.01 0.02 0.00
H 0.02 -0.02 0.00
H -0.01 0.01 0.01
H 0.00 0.00 0.01
H 0.01 0.01 0.00
H 0.00 0.02 0.00
C 0.00 -0.01 0.01
C 0.00 0.02 -0.01
C 0.00 -0.02 0.00
C -0.01 0.02 -0.01
C -0.02 0.01 0.03
C 0.01 -0.04 -0.02
C -0.01 0.01 0.01
S 0.37 -0.15 -0.16
O -0.05 0.04 0.11
O -0.02 0.10 0.09
N -0.18 -0.17 -0.20
C -0.28 0.19 -0.05
C -0.05 0.06 0.04
C 0.01 -0.01 -0.01
C 0.02 0.01 -0.04
C 0.07 0.15 0.04
N -0.02 -0.24 0.02
H 0.00 0.00 0.00
H 0.00 0.00 0.00
H 0.00 0.00 0.00
H 0.00 0.00 0.00
H 0.00 0.00 -0.01
H 0.00 0.01 0.00
H 0.00 0.00 0.00
H 0.02 0.00 -0.01
H 0.00 0.00 0.00
H -0.01 -0.01 0.00
H -0.03 -0.01 0.01
F 0.00 0.04 -0.03
C 0.02 -0.01 0.00
C -0.03 -0.04 0.06
F -0.01 0.02 -0.01
C 0.04 -0.04 -0.03
F -0.01 0.01 -0.01
C -0.13 0.07 0.13
S -0.18 -0.11 -0.01
C 0.00 -0.01 0.00
F -0.01 0.00 -0.04
C 0.02 -0.04 0.01
F 0.03 0.01 -0.04
C 0.00 0.01 0.00
C 0.01 -0.03 0.00
C 0.01 -0.01 -0.01
C -0.11 0.04 0.00
N 0.04 -0.01 0.05
N 0.10 0.05 0.01
C -0.02 0.03 -0.01
H 0.00 0.00 0.00
H 0.00 0.00 0.00
H 0.00 -0.01 0.00
H 0.00 0.00 0.00
H -0.01 -0.01 -0.04
H -0.02 0.00 0.00
H 0.01 -0.01 0.00
H 0.01 0.01 -0.01

Atomic partial charges in e from the Löwdin method, atoms 1 to 2: atom 1 (Os): 1.035, atom 2 (C): 0.013

=====

# 2
Below is a structure of composition C32H28F5N7O2OsS3, with properties calculated with wB97M-V/def2-TZVPD.

Summary:
- Charge: +2
- E_HOMO: -0.5054 Ha
- Energy: -96711.8417 eV
- HOMO-LUMO gap: 6.594 eV

CARTESIAN COORDINATES (ANGSTROEM)
Os1 -0.09010 -0.68565 -0.11647
C1 0.53117 0.65526 4.87529
N1 1.56995 0.60092 3.84147
C2 2.91721 0.80007 4.05952
C3 3.54045 0.62736 2.88825
N2 2.56536 0.32576 1.92096
C4 1.36139 0.29901 2.55427
S1 -0.24502 -0.05263 2.04943
C5 2.91935 0.10142 0.54256
C6 4.23001 0.36859 0.17070
C7 4.65634 0.09526 -1.11418
C8 3.76105 -0.46633 -2.00446
C9 2.47517 -0.67939 -1.57301
N3 2.02390 -0.36724 -0.33521
H1 1.00710 0.95368 5.80402
H2 0.08133 -0.32840 4.99340
H3 -0.22447 1.38857 4.60269
H4 3.31121 1.03467 5.03250
H5 4.58883 0.67383 2.68172
H6 4.93468 0.79702 0.85975
H7 5.67941 0.30314 -1.39607
H8 4.03140 -0.73560 -3.01491
H9 1.76009 -1.15206 -2.22496
C10 -5.72089 -0.40833 -6.17238
C11 -4.40480 -0.44486 -5.44949
C12 -3.53856 0.64749 -5.49268
C13 -2.31092 0.60641 -4.85288
C14 -1.95614 -0.53431 -4.13685
C15 -2.80433 -1.63485 -4.07178
C16 -4.01696 -1.57944 -4.73603
S2 -0.37430 -0.57687 -3.38676
O1 0.53567 0.06612 -4.28530
O2 -0.14479 -1.91312 -2.88277
N4 -0.41968 0.24819 -1.98459
C17 -0.21530 1.56485 -1.67370
C18 -0.03834 2.69867 -2.45242
C19 0.16290 3.88000 -1.76421
C20 0.19462 3.89721 -0.36722
C21 0.03893 2.71133 0.31631
N5 -0.17019 1.56553 -0.34034
H10 -5.95995 0.59826 -6.50958
H11 -6.53257 -0.75955 -5.53444
H12 -5.69321 -1.05666 -7.04963
H13 -3.81620 1.52514 -6.06176
H14 -1.61876 1.43148 -4.94927
H15 -2.50387 -2.52489 -3.53611
H16 -4.67511 -2.43973 -4.70986
H17 -0.04130 2.64846 -3.53113
H18 0.30358 4.80028 -2.31576
H19 0.34101 4.81924 0.17559
H20 0.05126 2.66060 1.39788
F1 -3.45500 -6.84947 1.31651
C22 -2.57917 -5.90214 1.05894
C23 -2.80881 -5.01762 0.01318
F2 -3.90477 -5.12990 -0.72087
C24 -1.88992 -4.01933 -0.24338
F3 -2.14196 -3.15606 -1.22216
C25 -0.73046 -3.89576 0.51544
S3 0.51574 -2.71971 0.15415
C26 -0.52625 -4.78730 1.56337
F4 0.54958 -4.66083 2.33641
C27 -1.43901 -5.78514 1.84572
F5 -1.24389 -6.61552 2.85361
C28 -5.27592 0.36758 -1.54414
C29 -4.26499 -0.26500 -0.65341
C30 -4.39018 -0.95967 0.52987
C31 -3.09602 -1.29955 0.93179
N6 -2.21160 -0.84989 0.01868
N7 -2.95565 -0.21399 -0.91729
C32 -2.78394 -2.00101 2.21349
H21 -6.23262 -0.13904 -1.43755
H22 -4.96754 0.31038 -2.58739
H23 -5.41866 1.41688 -1.28363
H24 -5.30332 -1.18835 1.05204
H25 -2.50239 0.13717 -1.74922
H26 -3.36342 -2.92310 2.27748
H27 -3.07557 -1.37381 3.05718
H28 -1.73902 -2.25154 2.32406

Cartesian forces, eV/Å:
Os -0.03 1.44 0.41
C 0.14 0.00 -0.10
N 0.07 0.00 0.11
C -0.06 -0.02 -0.02
C -0.06 0.01 -0.02
N 0.07 -0.05 -0.11
C -0.09 0.05 0.03
S 0.15 -0.10 0.17
C -0.04 0.16 0.19
C 0.03 0.04 -0.02
C -0.03 -0.02 -0.02
C 0.03 0.03 0.02
C -0.02 -0.03 0.00
N -0.04 -0.23 -0.02
H -0.02 0.00 0.01
H -0.04 0.01 0.00
H -0.03 -0.02 0.00
H 0.00 0.00 0.00
H 0.01 -0.02 -0.01
H -0.01 0.03 0.02
H -0.01 0.01 -0.01
H 0.02 0.00 0.01
H 0.02 -0.01 0.00
C 0.00 0.01 0.00
C -0.07 0.05 0.01
C 0.07 -0.05 0.03
C -0.09 -0.06 -0.05
C -0.08 0.23 0.07
C 0.05 0.00 0.04
C -0.06 -0.04 0.03
S -0.04 -0.51 -0.47
O 0.22 0.07 0.16
O 0.05 0.13 -0.45
N -0.24 -0.65 0.06
C 0.16 -0.20 -0.18
C -0.05 0.10 0.03
C 0.00 0.02 0.00
C 0.02 -0.01 0.03
C -0.07 0.02 -0.05
N 0.07 0.42 0.21
H 0.00 0.00 0.00
H 0.02 -0.02 0.00
H 0.01 -0.01 0.01
H 0.00 0.02 0.01
H 0.01 0.02 0.01
H 0.01 0.03 -0.01
H 0.01 0.00 0.00
H 0.02 -0.03 0.01
H 0.00 0.01 0.01
H 0.00 0.00 -0.01
H 0.01 0.01 -0.01
F -0.02 -0.01 0.00
C 0.03 -0.02 0.03
C 0.06 -0.02 0.05
F -0.04 0.03 -0.02
C -0.04 0.01 0.05
F -0.01 -0.35 -0.25
C -0.18 0.03 -0.06
S 0.06 -0.52 -0.05
C -0.05 -0.07 0.01
F 0.05 -0.01 -0.03
C -0.06 0.03 -0.07
F 0.02 -0.03 0.03
C -0.01 -0.04 0.01
C -0.12 -0.06 -0.05
C -0.03 0.01 -0.01
C 0.08 0.21 -0.08
N -0.07 0.13 0.43
N 0.10 -0.03 -0.09
C -0.01 -0.05 -0.07
H 0.00 0.01 -0.01
H 0.02 0.00 -0.06
H 0.01 0.00 0.01
H 0.00 0.00 0.01
H -0.05 -0.03 0.08
H -0.01 0.02 0.00
H -0.01 0.00 -0.01
H 0.17 -0.06 -0.02

Atomic partial charges in e from the Löwdin method, atoms 1 to 2: atom 1 (Os): 1.046, atom 2 (C): 0.005

=====

# 3
Below is a structure of composition C32H28MnN5O4S2, with properties calculated with wB97M-V/def2-TZVPD.

Summary:
- Charge: +1
- E_HOMO (spin up / spin down): -0.3872 / -0.3902 Ha
- ⟨S²⟩: 3.917
- Multiplicity: 4
- Energy: -102260.8539 eV
- HOMO-LUMO gap (spin up / spin down): 6.240 / 5.447 eV

CARTESIAN COORDINATES (ANGSTROEM)
Mn1 1.07976 2.02314 -0.25750
C1 -7.11561 -4.06492 -0.97416
O1 -6.69830 -4.38348 -2.30131
C2 -5.41344 -4.24844 -2.62546
C3 -4.41993 -3.80714 -1.73667
C4 -3.12025 -3.69206 -2.17203
C5 -2.78821 -4.01479 -3.49738
C6 -3.77830 -4.51736 -4.36176
C7 -5.07738 -4.60530 -3.94185
N1 -1.49933 -3.98075 -3.99906
N2 -0.57413 -3.31497 -3.50394
C8 -0.61680 -2.08069 -2.97616
C9 -1.61558 -1.12510 -3.31338
C10 -1.59421 0.14689 -2.82804
C11 -0.55864 0.56385 -1.94325
O2 -0.50735 1.71844 -1.43186
C12 0.50032 -0.38734 -1.63962
N3 1.46829 0.07623 -0.81894
C13 2.48106 -0.71432 -0.50624
C14 2.56882 -2.02300 -1.00014
C15 1.58246 -2.50958 -1.81818
C16 0.50248 -1.67471 -2.15921
H1 -8.18493 -4.24430 -0.95263
H2 -6.91494 -3.01711 -0.74630
H3 -6.62124 -4.71158 -0.24800
H4 -4.66078 -3.57387 -0.71058
H5 -2.35289 -3.37801 -1.47687
H6 -3.49001 -4.81051 -5.36221
H7 -5.86148 -4.96339 -4.59408
H8 -2.40377 -1.42561 -3.99116
H9 -2.35330 0.86884 -3.09504
H10 3.23853 -0.31029 0.15542
H11 3.41604 -2.63234 -0.72042
H12 1.62421 -3.51665 -2.21118
O3 4.46070 0.83182 1.62258
S1 3.90981 2.13730 1.85624
O4 3.30871 2.41743 3.11970
N4 2.83847 2.48243 0.62340
C17 3.23019 3.48251 -0.14307
S2 2.20115 3.91803 -1.41373
C18 4.52596 4.06255 0.25040
C19 5.21985 5.10874 -0.32932
C20 6.43196 5.47753 0.24043
C21 6.92954 4.81503 1.35838
C22 6.23222 3.76161 1.94324
C23 5.03418 3.40949 1.36344
H13 4.82213 5.61809 -1.19712
H14 6.99829 6.29266 -0.18871
H15 7.87513 5.12457 1.78241
H16 6.61474 3.24650 2.81359
C24 -0.88774 -1.06358 3.97042
N5 0.02198 -1.02490 2.83997
C25 -0.66394 -1.27866 1.59269
C26 0.87661 0.15836 2.80697
C27 0.16407 1.48498 2.61816
C28 -0.43939 2.11212 3.70731
C29 -1.11042 3.31935 3.57251
C30 -1.19295 3.94251 2.33730
C31 -0.58710 3.34722 1.23759
C32 0.08120 2.14042 1.39692
H17 -1.33965 -2.05443 4.03038
H18 -1.69871 -0.32295 3.90822
H19 -0.33331 -0.89067 4.89341
H20 -1.25878 -2.18819 1.69283
H21 0.06733 -1.44584 0.79983
H22 -1.33984 -0.46265 1.28274
H23 1.60738 0.01793 2.00684
H24 1.43865 0.19261 3.74190
H25 -0.35646 1.65667 4.68678
H26 -1.56207 3.78095 4.44059
H27 -1.71534 4.88328 2.22635
H28 -0.64571 3.83940 0.26762

Cartesian forces, eV/Å:
Mn 0.20 -0.20 -0.16
C 0.00 0.00 0.00
O 0.00 0.00 -0.01
C -0.01 0.00 0.01
C 0.01 0.00 0.00
C -0.01 0.00 0.02
C 0.04 -0.01 -0.03
C -0.01 0.00 0.00
C 0.01 0.00 0.00
N -0.05 0.01 0.03
N 0.04 0.02 0.02
C -0.01 -0.04 -0.02
C -0.01 0.03 0.00
C -0.02 0.01 0.03
C -0.06 0.25 0.09
O 0.15 -0.20 -0.08
C -0.07 -0.01 -0.05
N -0.07 0.37 0.35
C 0.04 0.03 0.05
C 0.01 0.03 0.00
C 0.00 -0.01 -0.01
C 0.01 0.01 0.01
H 0.00 0.00 0.00
H 0.00 0.00 0.00
H 0.00 0.00 0.00
H 0.00 0.00 0.00
H 0.01 0.00 0.00
H 0.00 0.00 0.00
H 0.00 0.00 0.00
H 0.00 0.01 0.00
H 0.00 0.00 -0.01
H 0.00 0.01 0.01
H 0.00 0.00 0.00
H 0.00 0.00 0.00
O 0.00 -0.01 -0.01
S -0.02 -0.02 -0.06
O 0.01 0.01 0.02
N -0.17 0.01 -0.19
C 0.04 -0.05 0.12
S -0.10 -0.05 0.08
C 0.01 0.00 -0.02
C 0.00 0.00 0.00
C 0.00 0.00 0.00
C 0.00 0.00 0.00
C -0.01 0.01 0.00
C 0.01 0.00 0.01
H 0.00 0.00 0.00
H 0.00 0.00 0.00
H 0.00 0.00 0.00
H 0.00 0.00 0.00
C 0.00 -0.01 0.00
N -0.01 0.01 0.00
C 0.00 0.00 0.00
C 0.01 -0.01 0.00
C 0.00 0.00 0.01
C 0.01 0.00 -0.01
C -0.01 0.01 0.00
C 0.02 0.02 0.02
C 0.01 -0.04 -0.09
C 0.03 -0.17 -0.09
H 0.00 0.00 0.00
H 0.00 0.00 0.00
H 0.00 0.00 0.00
H 0.00 0.00 0.00
H 0.00 0.00 -0.01
H 0.00 0.00 0.00
H 0.00 0.01 0.00
H 0.00 0.00 0.00
H 0.01 0.00 0.00
H 0.00 0.00 0.00
H 0.00 0.00 0.00
H 0.00 -0.02 -0.01

Atomic partial charges in e from the Löwdin method, atoms 1 to 2: atom 1 (Mn): 0.623, atom 2 (C): -0.043

=====

Energy relative to the best compared isomer or geometry (same formula, charge and spin)
In order: 0.00; 17.97; 0.00
Unit: kcal per mole